Record 1
{"formula": "C3H2FOYb", "method": "ωB97M-V/def2-TZVPD", "symbols": ["C", "O", "C", "C", "F", "H", "H", "Yb"], "xyz": [[-2.016, -0.345, 0.450], [-0.070, 1.269, 0.295], [0.267, 0.100, 0.022], [-0.813, -0.896, 0.188], [-3.132, -0.801, -0.125], [-2.221, 0.374, 1.248], [-0.662, -1.924, -0.144], [2.744, -0.471, -0.104]], "e_tot_ha": -1448.49066, "charge": 2, "orbital_gap_ev": [7.8, 7.0], "s_squared": 0.760, "homo_ha": [-0.6758, -0.6688], "de_lowest_kj_mol": 58.3, "spin_multiplicity": 2}

=====

Record 2
{"formula": "C3H2FP", "method": "ωB97M-V/def2-TZVPD", "symbols": ["C", "C", "C", "F", "P", "H", "H"], "xyz": [[2.550, -0.236, -0.053], [3.732, -0.118, 0.071], [0.880, -0.160, 0.043], [5.021, -0.120, 0.094], [0.166, 1.338, 0.042], [0.463, -1.146, 0.078], [-1.155, 0.850, 0.124]], "e_tot_ha": -556.56518, "orbital_gap_ev": 9.3, "homo_ha": -0.3520, "smiles": "[H]/P=C/C#CF", "de_lowest_kj_mol": 73.0}

=====

Record 3
{"formula": "C3H2FeLiO3", "method": "ωB97M-V/def2-TZVPD", "symbols": ["C", "O", "H", "Li", "C", "O", "C", "O", "Fe", "H"], "xyz": [[1.551, 0.104, -0.418], [1.965, 0.546, -1.554], [-0.526, -0.230, -0.988], [3.161, 1.820, -1.426], [0.224, -0.280, -0.196], [-0.238, -0.156, 1.130], [-1.554, -0.181, 1.419], [-2.341, -0.228, 0.439], [-3.745, -0.200, 1.878], [1.503, -1.195, -0.284]], "e_tot_ha": -1612.22084, "orbital_gap_ev": [5.5, 5.5], "s_squared": 8.758, "homo_ha": [-0.2352, -0.2355], "de_lowest_kj_mol": 254.2, "spin_multiplicity": 6}

=====

Record 4
{"formula": "C3H2FeLiO3", "method": "ωB97M-V/def2-TZVPD", "symbols": ["O", "O", "C", "C", "O", "C", "Fe", "H", "H", "Li"], "xyz": [[-3.155, 0.748, 0.219], [-1.318, 0.180, 2.274], [-1.425, -0.394, 3.469], [-1.613, -0.588, 1.091], [-2.024, -1.468, 3.596], [-2.242, -0.233, -0.045], [-0.714, 0.811, 4.938], [-1.844, -0.370, -1.053], [-2.339, 1.382, 0.733], [-3.115, -1.983, 2.100]], "e_tot_ha": -1612.01182, "charge": 1, "orbital_gap_ev": [8.5, 7.1], "s_squared": 6.027, "homo_ha": [-0.4668, -0.4378], "de_lowest_kj_mol": 223.5, "spin_multiplicity": 5}

=====

Record 5
{"formula": "C3H2GdLiO3", "method": "ωB97M-V/def2-TZVPD", "symbols": ["C", "C", "O", "C", "O", "O", "Li", "H", "H", "Gd"], "xyz": [[0.090, -0.380, -0.635], [0.162, 0.801, 0.001], [1.047, 1.777, -0.456], [0.762, 3.096, -0.316], [-0.367, 3.384, 0.139], [-0.517, -1.463, -0.174], [0.433, 5.070, -0.202], [-0.460, 1.058, 0.859], [0.938, -0.566, -1.329], [-1.719, -2.624, 1.377]], "e_tot_ha": -1113.65076, "charge": 2, "orbital_gap_ev": [7.7, 5.3], "s_squared": 15.777, "homo_ha": [-0.5599, -0.5598], "de_lowest_kj_mol": 0.0, "spin_multiplicity": 8}

=====

Record 6
{"formula": "C3H2IN2", "method": "ωB97M-V/def2-TZVPD", "symbols": ["C", "C", "C", "N", "N", "I", "H", "H"], "xyz": [[0.036, 1.859, -0.299], [0.967, 1.265, 0.898], [-1.961, 0.530, -0.074], [1.214, 2.128, -0.189], [-1.112, 1.241, -0.590], [-3.829, -0.168, 0.044], [0.690, 1.653, 1.784], [1.061, 0.246, 0.709]], "e_tot_ha": -522.20955, "charge": 1, "orbital_gap_ev": [6.7, 6.8], "homo_ha": [-0.4939, -0.4980], "smiles": "IC#[N+]C1=NC1", "de_lowest_kj_mol": 277.0}

=====

Record 7
{"formula": "C3H2IN2", "method": "ωB97M-V/def2-TZVPD", "symbols": ["C", "C", "C", "N", "N", "I", "H", "H"], "xyz": [[-0.560, -1.474, 0.002], [-0.664, 0.333, 0.630], [0.429, 0.288, -0.457], [-1.133, -0.842, 0.941], [0.176, -1.276, -0.926], [2.457, 0.770, 0.059], [-0.841, 1.305, 1.053], [0.138, 0.897, -1.302]], "e_tot_ha": -522.26564, "charge": 1, "orbital_gap_ev": 7.4, "homo_ha": -0.5535, "de_lowest_kj_mol": 129.8}

=====

Record 8
{"formula": "C3H2INO2", "method": "ωB97M-V/def2-TZVPD", "symbols": ["C", "C", "C", "N", "O", "O", "I", "H", "H"], "xyz": [[-0.053, -1.206, -0.212], [-1.285, -0.977, -0.404], [1.096, -0.193, 0.458], [-0.219, 1.738, 0.078], [2.167, -0.634, 0.749], [0.910, 1.078, 0.263], [-2.954, 0.076, 0.051], [0.338, -2.118, -0.231], [-0.001, 2.236, -0.750]], "e_tot_ha": -618.20065, "orbital_gap_ev": [7.3, 8.9], "homo_ha": [-0.3100, -0.3637], "de_lowest_kj_mol": 596.4}

=====

Record 9
{"formula": "C3H2INO2", "method": "ωB97M-V/def2-TZVPD", "symbols": ["C", "C", "C", "N", "O", "O", "I", "H", "H"], "xyz": [[0.123, -0.970, 0.038], [1.152, -0.147, 0.004], [-1.162, -0.221, -0.098], [-0.779, 1.087, -0.179], [-2.243, -0.735, -0.141], [0.598, 1.314, -0.058], [3.205, -0.155, -0.150], [0.296, -1.976, 0.166], [-1.190, 1.802, 0.419]], "e_tot_ha": -618.35570, "orbital_gap_ev": 9.8, "homo_ha": -0.3579, "smiles": "O=c1cc(I)o[nH]1", "de_lowest_kj_mol": 189.3}

=====

Record 10
{"formula": "C3H2INO2", "method": "ωB97M-V/def2-TZVPD", "symbols": ["C", "C", "C", "N", "O", "O", "I", "H", "H"], "xyz": [[2.114, 0.511, -0.733], [1.531, 0.463, 0.316], [-1.650, 0.016, -0.218], [-1.554, -1.129, -0.306], [-1.206, -2.298, -0.442], [0.691, 0.587, 1.314], [-3.000, 1.458, 0.260], [2.595, 0.772, -1.617], [0.479, -0.380, 1.427]], "e_tot_ha": -618.22374, "orbital_gap_ev": 8.7, "homo_ha": -0.3533, "smiles": "[O-][N+]#CI.C#CO", "de_lowest_kj_mol": 535.8}

=====

Record 11
{"formula": "C3H2IO2S", "method": "ωB97M-V/def2-TZVPD", "symbols": ["C", "C", "C", "O", "O", "S", "I", "H", "H"], "xyz": [[-1.550, 2.035, -1.604], [-1.156, 1.116, -0.928], [-0.080, -0.782, 0.685], [1.963, -1.753, -0.559], [2.587, -0.218, 1.319], [1.729, -1.321, 0.827], [-0.828, -0.275, 2.539], [-2.032, 2.651, -2.443], [-0.634, -1.453, 0.165]], "e_tot_ha": -961.69511, "charge": -1, "orbital_gap_ev": [6.8, 6.8], "homo_ha": [-0.1770, -0.1772], "de_lowest_kj_mol": 407.7}

=====

Record 12
{"formula": "C3H2InO2", "method": "ωB97M-V/def2-TZVPD", "symbols": ["O", "O", "C", "C", "C", "H", "In", "H"], "xyz": [[0.191, 0.913, -0.693], [0.579, -0.686, 0.635], [-1.035, 0.394, -0.349], [-0.788, -0.644, 0.463], [1.124, 0.297, -0.020], [-1.399, -1.244, 1.129], [3.138, 0.670, -0.033], [-1.808, 0.300, -1.133]], "e_tot_ha": -454.50674, "charge": 3, "orbital_gap_ev": [5.0, 4.3], "homo_ha": [-0.9425, -0.9251], "de_lowest_kj_mol": 0.0}

=====

Number 1: M 246.09 g/mol. Number 2: M 88.02 g/mol. Number 3: M 148.83 g/mol. Number 4: M 148.83 g/mol. Number 5: M 250.24 g/mol. Number 6: M 192.97 g/mol. Number 7: M 192.97 g/mol. Number 8: M 210.96 g/mol. Number 9: M 210.96 g/mol. Number 10: M 210.96 g/mol. Number 11: M 229.02 g/mol. Number 12: M 184.87 g/mol.